[1]
CHN3O as an isolated structure, computed with ωB97M-V/def2-TZVPD.

Geometry as XYZ:
```
6
Properties=species:S:1:pos:R:3
C 0.50 -0.15 0.00
N 1.20 -1.01 0.60
N 1.17 0.90 -0.67
N 2.82 -0.43 0.00
O 2.43 0.55 -0.66
H -0.62 -0.06 -0.04
```

Values from the calculation:
**Orbital gap (alpha / beta)**: 0.330 / 0.289 Ha
**Spin multiplicity**: 3
**Energy above the lowest of the compared OMol25 structures with the same formula, charge and spin**: 65.4 kcal per mole
**E_HOMO (alpha / beta)**: -0.315 / -0.401 Ha
**LUMO (alpha / beta)**: 0.4 / -3.1 eV
**Calculated total energy**: -7562.814 eV

List of Löwdin charges in e, atom by atom:
1 C -0.286
2 N 0.135
3 N 0.109
4 N 0.120
5 O -0.205
6 H 0.127

[2]
A 2-piece molecular cluster, C25H42ClN3O2P overall, computed with ωB97M-V/def2-TZVPD.

Geometry as XYZ:
```
74
Properties=species:S:1:pos:R:3
C 3.90 -2.31 1.13
C 4.31 -1.45 -0.08
C 4.22 0.06 0.20
C 2.79 0.53 0.50
C 2.70 1.79 1.39
C 1.59 1.75 2.45
C 0.33 2.54 2.07
C -0.14 2.41 0.61
C -1.61 1.99 0.41
C -2.09 0.78 1.22
C -1.05 -0.37 1.33
C -1.45 -1.55 0.51
C -1.00 -1.83 -0.80
C -0.07 -0.91 -1.54
C -0.60 -0.54 -2.94
C -1.46 -2.98 -1.39
C -2.35 -3.81 -0.71
P -2.96 -5.39 -1.49
O -4.21 -5.65 -0.48
Cl -3.91 -4.42 -3.02
N -2.75 -3.54 0.51
N -2.31 -2.43 1.04
O -2.72 -2.19 2.31
C -4.12 -2.54 2.55
C -5.11 -1.79 1.68
C -5.46 -0.37 2.17
H 2.83 -2.53 1.14
H 4.42 -3.28 1.11
H 4.15 -1.81 2.07
H 5.33 -1.69 -0.37
H 3.66 -1.69 -0.93
H 4.58 0.58 -0.70
H 4.89 0.31 1.02
H 2.31 0.75 -0.46
H 2.22 -0.29 0.96
H 3.67 1.95 1.88
H 2.55 2.66 0.75
H 1.96 2.15 3.40
H 1.34 0.70 2.65
H -0.48 2.29 2.77
H 0.53 3.60 2.26
H 0.51 1.75 0.04
H -0.03 3.38 0.12
H -1.79 1.81 -0.65
H -2.25 2.84 0.67
H -2.40 1.08 2.23
H -2.99 0.39 0.74
H -0.93 -0.69 2.36
H -0.07 -0.06 0.99
H 0.10 0.00 -0.98
H 0.90 -1.41 -1.63
H -0.27 -1.25 -3.70
H -1.68 -0.49 -2.96
H -0.21 0.44 -3.23
H -1.15 -3.24 -2.40
H -4.25 -6.58 -0.20
H -4.23 -3.62 2.49
H -4.23 -2.24 3.60
H -6.01 -2.41 1.68
H -4.78 -1.77 0.64
H -5.26 0.39 1.41
H -4.89 -0.10 3.06
H -6.52 -0.29 2.42
N 2.25 2.75 -2.09
C 2.48 4.03 -1.80
C 3.20 4.88 -2.62
C 3.71 4.38 -3.81
C 3.47 3.05 -4.13
C 2.74 2.28 -3.24
H 2.08 4.38 -0.86
H 3.36 5.91 -2.33
H 4.28 5.02 -4.48
H 3.85 2.62 -5.04
H 2.54 1.24 -3.46
```

Values from the calculation:
**Total charge**: +1
**Orbital gap**: 0.289 Ha
**Energy above the lowest of the compared OMol25 structures with the same formula, charge and spin**: 0.0 kcal per mole
**E_HOMO**: -0.433 Ha
**LUMO**: -3.9 eV
**Calculated total energy**: -56975.970 eV

Löwdin population analysis, charges in e, atoms 1 to 8:
1 C -0.111
2 C -0.261
3 C -0.214
4 C -0.221
5 C -0.180
6 C -0.193
7 C -0.180
8 C -0.205

[3]
One molecule with the formula C22H25NO6, computed with ωB97M-V/def2-TZVPD.

Geometry as XYZ:
```
54
Properties=species:S:1:pos:R:3
C -2.78 2.83 -5.94
C -2.54 2.32 -4.56
C -3.48 1.80 -3.73
O -2.97 1.43 -2.53
C -1.66 1.71 -2.57
C -1.32 2.28 -3.81
C 0.01 2.67 -4.08
C 0.93 2.48 -3.07
C 0.58 1.92 -1.84
C -0.72 1.51 -1.54
C -1.00 0.97 -0.23
C 0.01 0.96 0.68
C 1.37 1.31 0.31
O 2.33 1.17 1.04
O 1.58 1.78 -0.94
C -0.16 0.53 2.11
C 0.08 -0.97 2.23
O -0.82 -1.77 2.38
N 1.37 -1.31 2.12
H 2.06 -0.59 1.96
C 1.82 -2.69 2.22
C 2.42 -3.02 3.59
H 3.38 -2.52 3.68
H 2.60 -4.10 3.60
C 1.51 -2.65 4.78
C 1.86 -1.27 5.32
H 2.87 -1.27 5.73
H 1.81 -0.51 4.54
H 1.17 -0.99 6.11
C 1.65 -3.69 5.88
H 1.03 -3.42 6.74
H 2.68 -3.77 6.22
H 1.32 -4.67 5.52
H 0.48 -2.65 4.43
H 2.57 -2.85 1.44
C 0.66 -3.63 1.87
O 0.24 -4.51 2.56
O 0.28 -3.45 0.59
H -0.48 -4.03 0.40
H 0.58 1.06 2.72
H -1.16 0.76 2.48
C -2.37 0.46 0.08
H -2.33 -0.25 0.91
H -3.03 1.28 0.34
H -2.79 -0.04 -0.78
H 1.96 2.76 -3.21
C 0.41 3.26 -5.39
H -0.14 4.19 -5.57
H 0.20 2.58 -6.20
H 1.48 3.49 -5.39
H -4.54 1.65 -3.87
H -2.18 2.27 -6.66
H -3.83 2.71 -6.20
H -2.51 3.88 -6.02
```

Values from the calculation:
**SMILES**: Cc1coc2c1c(C)cc1oc(=O)c(CC(=O)N[C@@H](CC(C)C)C(=O)O)c(C)c12
**Orbital gap**: 0.303 Ha
**Energy above the lowest of the compared OMol25 structures with the same formula, charge and spin**: 7.0 kcal per mole
**E_HOMO**: -0.305 Ha
**LUMO**: -0.1 eV
**Calculated total energy**: -36996.721 eV

Löwdin population analysis, charges in e, atoms 1 to 8:
1 C -0.037
2 C -0.193
3 C -0.042
4 O 0.054
5 C -0.134
6 C -0.068
7 C -0.189
8 C 0.049

[4]
C39H35ClN3S2Sb2W as an isolated structure, computed with ωB97M-V/def2-TZVPD.

Geometry as XYZ:
```
83
Properties=species:S:1:pos:R:3
W -0.39 -0.25 -0.41
C 2.50 -1.48 -3.38
C 1.68 -0.39 -4.08
C 2.22 1.01 -3.72
Sb 1.33 1.52 -1.69
C -0.93 1.36 0.98
C -2.22 1.80 1.47
C -2.40 3.17 1.78
C -1.37 4.07 1.75
C -0.04 3.60 1.69
C 0.14 2.24 1.28
C 2.95 2.67 -0.92
C 2.54 3.90 -0.36
C 3.46 4.67 0.32
C 4.73 4.21 0.46
C 5.21 3.10 -0.28
C 4.29 2.32 -0.93
Sb 1.72 -1.55 -1.37
C 3.75 -1.68 -0.41
C 3.86 -0.69 0.55
C 5.04 -0.49 1.16
C 6.08 -1.44 0.98
C 5.93 -2.55 0.10
C 4.71 -2.62 -0.61
C 1.40 -3.74 -1.24
C 2.32 -4.65 -0.72
C 2.27 -5.98 -1.18
C 1.20 -6.42 -1.96
C 0.12 -5.60 -2.22
C 0.31 -4.26 -2.01
H 3.59 -1.21 -3.34
H 2.49 -2.53 -3.78
H 0.60 -0.43 -3.81
H 1.81 -0.46 -5.19
H 1.88 1.81 -4.41
H 3.23 0.92 -3.72
H -2.70 -0.10 2.07
H -3.41 3.44 2.18
H -1.64 5.17 1.89
H 0.82 4.29 1.91
H 1.13 1.82 1.40
H 1.48 4.11 -0.49
H 3.13 5.62 0.84
H 5.35 4.67 1.21
H 6.29 2.83 -0.32
H 4.60 1.44 -1.50
H 2.96 -0.13 0.82
H 5.27 0.20 1.96
H 7.00 -1.27 1.50
H 6.67 -3.36 -0.01
H 4.55 -3.28 -1.47
H 3.01 -4.32 0.01
H 3.01 -6.70 -0.89
H 1.18 -7.42 -2.41
H -0.83 -6.02 -2.51
H -0.42 -3.52 -2.29
S -2.10 0.37 -1.99
C -2.67 -1.26 -1.65
S -1.72 -2.18 -0.49
C -3.94 -1.68 -2.07
C -4.28 -3.07 -2.07
N -4.46 -4.21 -1.87
C -5.02 -0.81 -2.41
N -5.88 -0.12 -2.74
C -3.63 0.69 4.82
C -4.71 0.81 3.81
C -6.03 0.82 4.24
C -7.07 1.16 3.33
C -6.79 1.55 2.03
C -5.46 1.57 1.54
C -5.21 2.10 0.15
C -4.44 1.13 2.43
N -3.14 0.84 1.92
H -2.71 0.45 4.23
H -3.86 -0.05 5.59
H -3.44 1.65 5.31
H -6.22 0.39 5.26
H -8.15 1.13 3.79
H -7.57 1.76 1.35
H -4.79 3.09 0.15
H -6.12 2.21 -0.48
H -4.58 1.48 -0.49
Cl 0.54 -1.24 1.63
```

Values from the calculation:
**Total charge**: -1
**Orbital gap (alpha / beta)**: 0.202 / 0.215 Ha
**Spin multiplicity**: 3
**Energy above the lowest of the compared OMol25 structures with the same formula, charge and spin**: 39.7 kcal per mole
**E_HOMO (alpha / beta)**: -0.153 / -0.158 Ha
**LUMO (alpha / beta)**: 1.3 / 1.5 eV
**Calculated total energy**: -94572.218 eV

Löwdin population analysis, charges in e, atoms 1 to 8:
1 W 0.306
2 C -0.355
3 C -0.443
4 C -0.372
5 Sb 1.162
6 C -0.337
7 C -0.277
8 C -0.077